(1)
Molecular formula: C4H7O2
Method: DFT, ωB97M-V with the def2-TZVPD basis set

Last column: natural (NBO) charge in e.
CARTESIAN COORDINATES (ANGSTROEM)
O1 -0.079 -1.688 0.922  -0.578
H1 -0.393 2.313 1.752  0.197
H2 1.284 1.519 1.584  0.195
H3 -1.134 1.430 -0.332  0.186
O2 -1.156 -1.953 -1.014  -0.196
C1 -0.830 -2.346 0.150  0.542
C2 0.665 0.421 -0.969  -0.617
H4 1.694 0.266 -0.628  0.217
H5 0.674 0.897 -1.975  0.215
C3 -0.086 1.301 -0.043  -0.162
H6 0.150 -0.557 -1.021  0.222
C4 0.320 1.785 1.132  -0.393
H7 -1.109 -3.387 0.442  0.172

The value obtained for the molar mass is 87.1 g/mol. As for the total charge: 0. As for the spin multiplicity: 2. Its total energy is -8352.88811 eV. As for the expectation value of S²: 0.76. The energy above the lowest of the compared OMol25 structures with the same formula, charge and spin comes out at 204.2 kJ/mol. The HOMO energy (spin up / spin down) comes out at -9.43 / -9.37 eV. The calculation puts the HOMO-LUMO gap (spin up / spin down) at 10.35 / 5.56 eV.

---

(2)
Molecular formula: C4H7O2S2
Method: DFT, ωB97M-V with the def2-TZVPD basis set

Last column: natural (NBO) charge in e.
CARTESIAN COORDINATES (ANGSTROEM)
S1 -0.246 -0.056 1.035  0.081
H1 1.397 -0.614 -0.186  0.276
O1 1.846 -2.442 -1.530  -0.802
C1 0.626 -2.777 -1.556  0.781
O2 0.200 -3.892 -1.894  -0.760
H2 -0.898 -1.212 -2.149  0.208
H3 0.701 2.712 1.826  0.235
C2 -0.341 3.001 1.975  -0.734
S2 -1.376 1.605 1.517  0.019
H4 -1.126 -1.889 -0.529  0.211
H5 0.606 0.475 -1.244  0.225
H6 -0.680 3.116 3.083  0.202
C3 -0.372 -1.491 -1.264  -0.570
C4 0.324 -0.343 -0.637  -0.562
H7 -0.661 3.807 1.554  0.191

The value obtained for the molar mass is 151.2 g/mol. As for the total charge: -1. As for the spin multiplicity: 1. Its total energy is -30027.22288 eV. The energy above the lowest of the compared OMol25 structures with the same formula, charge and spin comes out at 141.1 kJ/mol. The HOMO energy comes out at -4.16 eV. The calculation puts the HOMO-LUMO gap at 6.99 eV.

---

(3)
Molecular formula: C4H7O2Tb
Method: DFT, ωB97M-V with the def2-TZVPD basis set

Last column: Mulliken spin population.
CARTESIAN COORDINATES (ANGSTROEM)
H1 -0.051 1.395 0.986  -0.001
C1 -0.684 0.789 -1.562  -0.060
H2 1.411 -1.162 0.216  -0.091
C2 1.057 -0.164 -0.046  -0.052
Tb1 0.175 -2.144 -2.375  6.648
C3 0.312 0.382 1.140  0.036
H3 -1.481 0.954 -0.842  0.004
O1 -0.514 1.377 -2.551  0.018
H4 1.926 0.438 -0.286  -0.008
H5 1.084 0.472 1.911  -0.054
H6 -0.973 -1.420 1.076  -0.053
O2 0.201 -0.346 -1.264  0.497
C4 -0.767 -0.519 1.647  -0.857
H7 -1.694 -0.054 1.949  -0.027

The value obtained for the molar mass is 246.0 g/mol. As for the total charge: +2. As for the spin multiplicity: 7. Its total energy is -30769.24271 eV. As for the expectation value of S²: 13.02. The energy above the lowest of the compared OMol25 structures with the same formula, charge and spin comes out at 80.9 kJ/mol. The HOMO energy (spin up / spin down) comes out at -19.28 / -15.97 eV. The calculation puts the HOMO-LUMO gap (spin up / spin down) at 10.28 / 5.96 eV.

---

(4)
Molecular formula: C4H7O2Tb
Method: DFT, ωB97M-V with the def2-TZVPD basis set

Last column: Mulliken spin population.
CARTESIAN COORDINATES (ANGSTROEM)
C1 -1.696 -0.486 0.081  0.089
H1 1.571 -0.994 0.787  0.000
H2 0.321 -0.079 1.810  0.000
H3 -0.086 -1.387 -1.014  0.015
H4 0.017 1.603 -0.045  0.001
H5 3.260 1.877 0.293  -0.020
C2 0.642 0.724 -0.217  -0.011
O1 -2.666 -1.024 -0.516  -0.027
H6 -1.948 0.206 0.903  0.000
C3 -0.336 -0.646 -0.251  0.004
O2 2.488 2.419 0.475  1.009
Tb1 -3.569 -2.511 -2.027  4.935
C4 0.709 -0.325 0.819  -0.001
H7 1.293 0.624 -1.098  0.007

The value obtained for the molar mass is 246.0 g/mol. As for the total charge: +2. As for the spin multiplicity: 7. Its total energy is -30769.13011 eV. As for the expectation value of S²: 13.03. The energy above the lowest of the compared OMol25 structures with the same formula, charge and spin comes out at 91.7 kJ/mol. The HOMO energy (spin up / spin down) comes out at -17.30 / -16.59 eV. The calculation puts the HOMO-LUMO gap (spin up / spin down) at 7.46 / 8.53 eV.

---

(5)
Molecular formula: C4H7O2Tl
Method: DFT, ωB97M-V with the def2-TZVPD basis set

Last column: natural (NBO) charge in e.
CARTESIAN COORDINATES (ANGSTROEM)
H1 -0.231 1.096 -0.605  0.158
H2 0.212 2.747 0.198  0.173
O1 -1.547 0.737 1.070  -0.875
Tl1 -0.652 -1.135 1.778  0.761
C1 0.063 -1.673 -1.096  0.207
O2 -1.079 -1.391 -0.485  -0.810
H3 2.155 -1.671 -1.011  0.203
H4 1.412 -0.077 -0.776  0.241
H5 0.242 1.971 2.326  0.231
H6 -1.628 -0.270 -0.557  0.570
C2 -0.136 1.226 1.597  -0.302
C3 -0.063 1.694 0.300  -0.154
H7 -0.015 -2.099 -2.106  0.186
C4 1.267 -1.155 -0.634  -0.589

The value obtained for the molar mass is 291.5 g/mol. As for the total charge: 0. As for the spin multiplicity: 1. Its total energy is -13040.97726 eV. The energy above the lowest of the compared OMol25 structures with the same formula, charge and spin comes out at 698.0 kJ/mol. The HOMO energy comes out at -7.75 eV. The calculation puts the HOMO-LUMO gap at 7.51 eV.

---

(6)
Molecular formula: C4H7O3Pb
Method: DFT, ωB97M-V with the def2-TZVPD basis set

Last column: natural (NBO) charge in e.
CARTESIAN COORDINATES (ANGSTROEM)
Pb1 2.345 0.603 4.319  1.845
C1 0.256 -0.111 2.092  0.673
H1 -0.714 -2.005 0.629  0.212
O1 0.683 0.182 3.210  -0.882
C2 -1.440 -1.308 1.043  0.080
H2 -2.520 -1.389 0.992  0.240
C3 0.148 -0.161 -1.994  0.420
H3 -0.471 1.850 -1.815  0.217
H4 1.263 1.633 -2.042  0.238
O2 1.002 -1.006 -2.169  -0.498
H5 0.881 -0.120 1.166  0.198
H6 0.151 1.421 -3.453  0.286
O3 -1.004 -0.393 1.965  -0.381
C4 0.279 1.271 -2.376  -0.733
H7 -0.858 -0.467 -1.566  0.083

The value obtained for the molar mass is 310.3 g/mol. As for the total charge: +2. As for the spin multiplicity: 2. Its total energy is -15629.30042 eV. As for the expectation value of S²: 0.76. The HOMO energy (spin up / spin down) comes out at -15.28 / -15.32 eV. The calculation puts the HOMO-LUMO gap (spin up / spin down) at 4.10 / 4.14 eV.

---

(7)
Molecular formula: C4H7O4P
Method: DFT, ωB97M-V with the def2-TZVPD basis set

Last column: natural (NBO) charge in e.
CARTESIAN COORDINATES (ANGSTROEM)
H1 1.187 1.141 -2.428  0.152
C1 0.222 -0.231 0.783  -0.065
H2 0.301 -0.361 3.004  0.259
H3 -0.024 1.164 -3.874  0.128
C2 1.440 0.339 0.275  0.342
O1 2.633 -0.864 2.555  -1.153
H4 -0.116 -0.088 -2.752  0.120
P1 2.992 0.309 1.644  2.332
O2 4.252 0.206 0.878  -1.161
H5 -1.318 -0.644 2.426  0.175
H6 -0.128 -1.842 2.370  0.223
C3 -0.216 -0.758 2.153  -0.645
O3 2.570 1.648 2.197  -1.134
O4 0.389 1.108 0.536  -0.383
H7 -0.414 -0.588 -0.020  0.174
C4 0.633 0.600 -3.202  -1.364

The value obtained for the molar mass is 150.1 g/mol. As for the total charge: -2. As for the spin multiplicity: 1. Its total energy is -21735.25423 eV. The energy above the lowest of the compared OMol25 structures with the same formula, charge and spin comes out at 543.5 kJ/mol. The HOMO energy (spin up / spin down) comes out at 1.50 / 1.50 eV. The calculation puts the HOMO-LUMO gap (spin up / spin down) at 3.93 / 3.92 eV.

---

(8)
Molecular formula: C4H7O4Ru
Method: DFT, ωB97M-V with the def2-TZVPD basis set

Last column: natural (NBO) charge in e.
CARTESIAN COORDINATES (ANGSTROEM)
O1 -0.960 1.856 2.016  -0.645
H1 0.011 -1.566 -2.528  0.246
H2 -2.018 -0.469 -0.668  0.224
C1 -1.023 1.103 0.997  0.957
O2 -0.709 -0.134 1.147  -0.748
H3 -0.293 0.082 -3.440  0.271
C2 -2.206 0.544 -1.033  -0.296
H4 -3.264 0.704 -0.789  0.253
C3 0.182 -0.492 -2.645  -0.134
H5 1.155 1.233 -1.867  0.243
H6 2.032 -1.355 -1.139  0.522
O3 -1.467 1.543 -0.137  -0.456
C4 1.062 0.145 -1.838  0.290
O4 2.168 -0.413 -1.292  -0.455
Ru1 -0.707 0.223 3.065  1.492
H7 -2.138 0.786 -2.100  0.235

The value obtained for the molar mass is 220.2 g/mol. As for the total charge: +2. As for the spin multiplicity: 6. Its total energy is -15009.01910 eV. As for the expectation value of S²: 8.76. The HOMO energy (spin up / spin down) comes out at -17.62 / -18.33 eV. The calculation puts the HOMO-LUMO gap (spin up / spin down) at 8.85 / 6.59 eV.

---

(9)
Molecular formula: C4H7O6S2
Method: DFT, ωB97M-V with the def2-TZVPD basis set

Last column: natural (NBO) charge in e.
CARTESIAN COORDINATES (ANGSTROEM)
O1 0.446 2.796 0.318  -0.922
S1 -0.315 1.676 -0.134  2.212
H1 1.731 -2.143 -2.316  0.204
O2 -0.386 -1.130 -1.170  -0.654
O3 1.355 -0.626 1.171  -0.985
C1 -1.154 0.774 1.111  -0.782
C2 0.681 -0.573 -1.285  0.820
O4 -1.181 2.015 -1.233  -0.948
H2 2.328 -1.829 -0.573  0.259
H3 -3.206 0.709 0.861  0.199
O5 0.987 0.676 -1.078  -0.683
O6 -0.180 -0.682 3.003  -0.984
H4 2.783 -0.804 -1.879  0.204
H5 -2.108 0.426 -0.425  0.268
C3 1.945 -1.418 -1.492  -0.716
C4 -2.319 0.077 0.538  -0.672
H6 -2.485 -1.020 0.511  0.235
S2 0.199 -0.019 1.821  2.014
H7 0.879 1.094 2.252  -0.071

The value obtained for the molar mass is 215.2 g/mol. As for the total charge: -1. As for the spin multiplicity: 1. Its total energy is -38215.14194 eV. The energy above the lowest of the compared OMol25 structures with the same formula, charge and spin comes out at 279.2 kJ/mol. The HOMO energy comes out at -5.28 eV. The calculation puts the HOMO-LUMO gap at 8.77 eV.

---

(10)
Molecular formula: C4H7OP
Method: DFT, ωB97M-V with the def2-TZVPD basis set

Last column: natural (NBO) charge in e.
CARTESIAN COORDINATES (ANGSTROEM)
H1 -0.563 -2.403 -0.376  -0.094
C1 1.404 0.627 -0.138  0.117
C2 -2.338 -0.539 0.629  -0.937
H2 -2.067 -1.017 1.555  0.235
C3 2.621 1.412 0.121  -0.704
H3 -3.269 -1.007 0.301  0.244
C4 0.443 -0.061 -0.326  -0.488
H4 2.873 1.293 1.265  0.255
H5 3.280 0.909 -0.620  0.257
H6 2.411 2.463 -0.182  0.251
P1 -0.947 -1.112 -0.605  1.707
H7 -2.402 0.525 0.344  0.255
O1 -1.445 -1.091 -1.968  -1.100

The value obtained for the molar mass is 102.1 g/mol. As for the total charge: 0. As for the spin multiplicity: 1. Its total energy is -15595.77532 eV. The energy above the lowest of the compared OMol25 structures with the same formula, charge and spin comes out at 160.3 kJ/mol. The HOMO energy comes out at -9.76 eV. The calculation puts the HOMO-LUMO gap at 10.52 eV.